1.
Density functional theory data (the ωB97M-V functional and the def2-TZVPD basis) for C9H12CoN2O2 as an isolated structure.

Geometry as XYZ:
```
26
Properties=species:S:1:pos:R:3:forces:R:3
Co 1.086468 0.487756 0.048153 -1.053 0.154 -0.190
C 2.997052 1.557456 0.260698 0.059 -0.023 -0.081
C 2.067578 2.498188 -0.255470 0.131 -0.008 0.001
C 1.066801 2.697332 0.719437 0.012 0.066 0.075
C 1.353551 1.868512 1.828506 0.063 -0.022 -0.014
C 2.554827 1.168941 1.553599 0.023 -0.128 -0.042
H 3.888070 1.211068 -0.237940 0.003 -0.002 0.008
H 2.135354 2.989202 -1.213430 -0.022 -0.002 -0.003
H 0.223628 3.367166 0.635918 0.009 0.023 0.008
H 0.766842 1.787007 2.729690 -0.012 -0.006 -0.011
H 3.045823 0.461448 2.201737 0.000 0.017 0.022
C -2.906817 -0.943860 -1.025073 0.001 -0.016 0.000
C -1.494216 -0.704950 -0.599947 0.010 0.048 0.057
N -1.013494 0.468722 -0.374311 0.172 0.027 -0.120
O -1.885125 1.520414 -0.667655 -0.002 0.002 0.041
C -0.586110 -1.825846 -0.407859 0.114 0.087 -0.032
C -1.028240 -3.244475 -0.278929 0.002 -0.012 -0.077
N 0.675370 -1.474985 -0.311657 0.731 -0.070 0.510
O 1.611901 -2.307183 -0.105469 -0.281 -0.135 -0.156
H -3.313454 -0.085183 -1.550323 0.015 0.005 -0.006
H -3.526957 -1.126030 -0.144105 0.005 0.011 0.002
H -2.960004 -1.828176 -1.656802 -0.010 0.001 0.004
H -1.374315 2.299949 -0.423345 0.014 -0.004 0.010
H -1.981378 -3.319014 0.245736 -0.001 0.004 -0.006
H -0.265196 -3.786531 0.277885 0.000 -0.003 -0.002
H -1.137961 -3.736929 -1.249035 0.018 -0.014 0.002
```
Forces are in eV/Å.

## Properties
2S+1: 4
net charge: 0
orbital gap (spin up / spin down): 8.362 / 7.582 eV
lowest unoccupied orbital energy (spin up / spin down): 0.022 / -0.005 Eh
E_HOMO (spin up / spin down): -0.285 / -0.284 Eh

natural (NBO) population analysis, charges in e, atoms 1 to 8: atom 1 (Co): 1.35, atom 2 (C): -0.37, atom 3 (C): -0.37, atom 4 (C): -0.36, atom 5 (C): -0.35, atom 6 (C): -0.37, atom 7 (H): 0.25, atom 8 (H): 0.24

2.
Density functional theory data (the ωB97M-V functional and the def2-TZVPD basis) for a 2-piece molecular cluster, C9H12F3NO2 overall.

Geometry as XYZ:
```
27
Properties=species:S:1:pos:R:3:forces:R:3
C -1.823301 -1.779116 0.701302 0.893 0.282 -0.245
C -1.466804 -3.053470 0.412637 -0.032 -0.157 0.183
C -0.322724 -1.865074 -1.043969 -0.598 1.416 0.610
C -1.096071 -0.990647 -0.282582 0.021 -0.341 -0.389
C 3.030069 0.779540 0.975434 0.886 -1.334 -2.797
C 1.552514 0.252576 0.832078 1.997 1.545 1.889
C 0.870247 1.229819 0.020584 -4.303 2.114 -1.677
C -1.215191 0.429349 -0.540904 2.198 0.266 -0.053
C -2.095411 1.253497 0.354958 -0.615 -3.125 -0.215
N 1.478010 1.561521 -1.184802 -1.080 -1.808 -1.161
O -0.556614 -3.110492 -0.602514 -0.393 -1.196 0.199
O -1.199698 0.742331 -1.907003 -1.920 -0.690 -0.716
F -1.646595 1.060868 1.594223 0.236 0.235 1.279
F -3.443170 0.874299 0.437188 0.744 0.189 -0.474
F -2.086027 2.502409 0.074412 -0.023 2.480 -0.563
H -2.373102 -1.380813 1.571063 0.081 -0.514 -0.955
H -1.834543 -3.999699 0.793340 0.400 0.160 -0.058
H 0.432500 -1.719969 -1.845815 -0.969 -0.228 0.754
H 3.628598 0.026024 1.558047 -0.469 1.313 -0.175
H 3.515030 0.847393 -0.097546 -0.766 -0.422 2.067
H 3.006798 1.822348 1.248892 0.345 0.089 0.913
H 1.624624 -0.746639 0.452262 -0.621 -0.634 -0.235
H 1.196087 0.355340 1.851173 -0.578 -0.847 0.078
H 0.175579 2.087850 0.386608 2.242 -1.524 0.043
H 1.874502 0.641895 -1.593677 -0.806 2.165 0.329
H 0.720728 1.965728 -1.794991 1.357 -0.625 0.338
H -1.946031 0.213124 -2.370408 1.772 1.191 1.029
```
Forces are in eV/Å.

## Properties
energy above the lowest of the compared OMol25 structures with the same formula, charge and spin: 21.1 kJ/mol
net charge: 0
orbital gap: 7.926 eV
lowest unoccupied orbital energy: 0.021 Eh
E_HOMO: -0.270 Eh

natural (NBO) population analysis, charges in e, atoms 1 to 8: atom 1 (C): -0.31, atom 2 (C): 0.09, atom 3 (C): 0.05, atom 4 (C): -0.17, atom 5 (C): -0.59, atom 6 (C): -0.51, atom 7 (C): 0.12, atom 8 (C): 0.08

3.
Density functional theory data (the ωB97M-V functional and the def2-TZVPD basis) for a 2-piece molecular cluster, C9H12INO2 overall.

Geometry as XYZ:
```
25
Properties=species:S:1:pos:R:3:forces:R:3
C -1.104876 -2.504345 0.018449 0.757 0.102 -0.226
C -0.438413 -1.666380 0.572966 0.036 0.364 0.509
C 1.096411 2.019758 -0.584812 0.486 -0.116 -1.017
C 1.290493 0.547357 -0.643927 0.608 -0.893 -0.576
C 1.117959 0.275485 0.866638 1.538 -1.546 -0.108
C -1.290281 -3.589729 -0.864172 -2.649 0.907 -2.081
C 1.102349 2.957031 -1.705341 0.556 4.135 -1.723
C -0.793227 -0.215052 2.452823 -2.112 0.679 1.080
C -0.172720 -0.470294 1.195436 0.889 0.860 -2.143
N 1.040572 2.515217 0.560021 -0.025 0.833 1.860
O 1.154944 1.511801 1.557428 -0.065 0.174 -1.129
O -1.427865 0.748926 -0.006072 2.776 0.527 2.059
I -2.839510 -0.077924 -0.817414 -1.820 -1.257 -1.041
H 0.415630 0.082493 -1.202415 1.515 0.365 0.335
H 2.387224 0.251203 -1.033859 -2.663 0.618 0.623
H 2.077881 -0.292067 1.154791 -1.774 0.283 0.232
H -2.249280 -4.079589 -0.802094 -0.115 -0.397 0.251
H -1.198296 -3.251702 -1.902795 -0.474 0.530 0.013
H -0.492165 -4.211596 -0.882309 2.366 -2.452 0.859
H 0.207038 3.090786 -2.334147 0.008 -1.101 0.259
H 1.975230 2.905231 -2.442560 -1.014 -0.407 1.191
H 1.124845 4.076524 -1.316881 0.353 -2.324 -0.289
H -1.829292 -0.627504 2.382751 0.383 0.855 -0.031
H -0.411949 -0.907154 3.215794 0.626 0.815 0.244
H -0.742714 0.911515 2.561690 -0.186 -1.555 0.851
```
Forces are in eV/Å.

## Properties
net charge: 0
orbital gap (spin up / spin down): 7.750 / 7.749 eV
lowest unoccupied orbital energy (spin up / spin down): -0.018 / -0.018 Eh
E_HOMO (spin up / spin down): -0.303 / -0.303 Eh

natural (NBO) population analysis, charges in e, atoms 1 to 8: atom 1 (C): 0.15, atom 2 (C): -0.13, atom 3 (C): 0.20, atom 4 (C): -0.48, atom 5 (C): 0.02, atom 6 (C): -0.71, atom 7 (C): -0.66, atom 8 (C): -0.69

4.
Density functional theory data (the ωB97M-V functional and the def2-TZVPD basis) for a 2-piece molecular cluster, C9H12N2 overall.

Geometry as XYZ:
```
23
Properties=species:S:1:pos:R:3:forces:R:3
C 2.205099 1.353262 -1.837773 0.811 0.013 0.115
C 0.094047 -1.660957 -1.012296 -1.419 0.434 1.395
C 0.387793 -1.354882 0.302474 0.536 -1.005 -1.334
C -0.986951 -0.679566 -1.623443 1.571 0.819 2.478
C -1.678759 1.624993 -0.043727 0.263 0.319 -0.747
C -1.253957 1.603113 1.442719 0.115 2.609 0.706
C -0.725308 0.592915 -0.737868 1.530 0.145 1.427
C -0.135012 -0.030399 0.558060 -1.138 -0.718 -2.540
C 1.002590 -2.113506 1.476235 1.224 -1.831 -0.915
N 3.236275 1.219863 -1.306419 1.028 -0.123 0.172
N -0.424356 0.496879 1.637417 1.572 -0.585 2.276
H 0.191481 -2.613904 -1.526076 0.465 0.002 0.325
H -0.863330 -0.416234 -2.635515 0.167 -0.120 -1.356
H -1.950589 -1.133185 -1.442254 -0.429 -0.059 -0.049
H -2.710690 1.317749 -0.090012 -0.447 -0.215 -0.228
H -1.640370 2.662831 -0.413104 0.121 -0.551 -0.274
H -0.735690 2.597938 1.858769 -1.181 -1.979 -0.978
H -2.098556 1.363604 2.068291 -0.599 0.695 0.397
H 0.202798 1.076996 -1.150557 -1.366 -0.130 -0.061
H 2.074705 -2.431793 1.319908 -0.992 0.221 -0.451
H 0.489430 -3.077888 1.774646 0.212 1.234 -0.500
H 1.118533 -1.497743 2.339322 -0.577 0.660 0.571
H 4.200818 1.099914 -0.958800 -1.470 0.166 -0.427
```
Forces are in eV/Å.

## Properties
energy above the lowest of the compared OMol25 structures with the same formula, charge and spin: 399.6 kJ/mol
net charge: 0
orbital gap: 9.552 eV
lowest unoccupied orbital energy: 0.035 Eh
E_HOMO: -0.316 Eh

natural (NBO) population analysis, charges in e, atoms 1 to 8: atom 1 (C): 0.30, atom 2 (C): -0.13, atom 3 (C): -0.06, atom 4 (C): -0.42, atom 5 (C): -0.43, atom 6 (C): -0.23, atom 7 (C): -0.32, atom 8 (C): 0.27

5.
Density functional theory data (the ωB97M-V functional and the def2-TZVPD basis) for a 2-piece molecular cluster, C9H12N2O overall.

Geometry as XYZ:
```
24
Properties=species:S:1:pos:R:3:forces:R:3
C -0.989431 0.161852 -0.090280 0.524 -0.082 -0.968
C -0.989620 -0.507202 0.908929 -0.517 0.256 0.617
C -1.306286 -0.821685 2.277802 -1.026 -0.365 1.464
C -1.546312 0.321944 3.218792 -0.155 0.429 0.062
N -1.582118 -1.993413 2.709190 0.380 -0.676 -1.644
N -2.078981 -2.196468 3.973924 0.688 0.277 -0.330
H -0.872410 0.634759 -1.055668 -0.169 -0.238 0.579
H -0.734601 0.356947 3.952022 -0.029 0.263 0.027
H -1.598789 1.249038 2.658907 0.126 0.197 0.195
H -2.497055 0.180687 3.775063 0.470 0.023 -0.394
H -1.895557 -3.175494 4.148805 -0.183 0.115 0.393
H -1.636394 -1.600730 4.673811 -0.166 -0.183 0.051
C 0.310271 -1.583401 -3.106456 -0.127 -0.363 -0.030
C 0.724683 -0.466835 -2.955884 -0.084 0.182 0.009
C 1.192180 0.875663 -2.695114 -0.037 -0.342 -0.122
C 0.732510 1.934254 -3.365303 -0.117 0.110 0.343
C 2.260736 0.998758 -1.631787 0.361 0.372 -0.095
O 3.405035 0.204423 -1.955639 -0.308 0.496 -0.063
H -0.066452 -2.586252 -3.222414 0.212 0.514 0.034
H -0.061793 1.867154 -4.102275 0.208 -0.076 0.034
H 1.105167 2.921831 -3.103421 -0.044 -0.105 -0.155
H 1.906401 0.638325 -0.665056 -0.065 -0.053 -0.097
H 2.520268 2.076448 -1.524145 -0.052 -0.573 -0.023
H 3.698546 0.509396 -2.823803 0.111 -0.176 0.111
```
Forces are in eV/Å.

## Properties
energy above the lowest of the compared OMol25 structures with the same formula, charge and spin: 621.7 kJ/mol
net charge: 0
SMILES: C#C/C(C)=N/N.C#CC(=C)CO
orbital gap: 9.408 eV
lowest unoccupied orbital energy: 0.024 Eh
E_HOMO: -0.322 Eh

natural (NBO) population analysis, charges in e, atoms 1 to 8: atom 1 (C): -0.25, atom 2 (C): 0.05, atom 3 (C): 0.08, atom 4 (C): -0.68, atom 5 (N): -0.21, atom 6 (N): -0.63, atom 7 (H): 0.24, atom 8 (H): 0.22

Record-wise electronic energy values, in eV: -54226.0411; -23261.9013; -23206.0086; -12504.5934; -14549.2360
Record-wise F_max values, in eV/Å: 1.081; 5.079; 4.514; 3.046; 1.824